# 1
Density functional theory data (wB97M-V/def2-TZVPD) for a single C4H7NO2 molecule.

Net charge ... 0
Energy above the lowest of the compared OMol25 structures with the same formula, charge and spin ... 1.3 kcal/mol
HOMO-LUMO gap ... 10.8697 eV

XYZ file:
```
14
Properties=species:S:1:pos:R:3:forces:R:3
O 2.908098 -0.727748 0.559214 -0.386 0.143 -0.130
O 0.718482 -1.100533 0.105163 0.208 -0.040 -0.020
N 1.440066 0.986299 0.007750 0.168 -0.023 0.047
C -1.666297 -0.927876 -0.050540 -0.019 0.004 0.012
C -0.349038 -0.295873 -0.428549 -0.184 0.106 -0.048
C 1.819823 -0.312850 0.261470 0.349 -0.025 0.003
C -0.001368 1.096026 0.103911 -0.178 0.013 -0.020
H -0.236774 -0.275357 -1.521959 0.000 -0.065 0.132
H -1.649844 -1.972048 -0.377450 -0.066 0.143 0.083
H -1.832244 -0.903722 1.031479 0.047 0.024 -0.171
H -0.336768 1.225630 1.144356 -0.012 -0.036 -0.150
H -0.401332 1.909397 -0.505364 0.039 -0.162 -0.006
H 2.083532 1.726980 0.230324 -0.080 -0.074 0.156
H -2.496331 -0.428329 -0.559809 0.113 -0.009 0.113
```
Forces are in eV/Å.

Here are the Löwdin charges for atoms 1 to 6, given in e: 0.110, 0.051, 0.085, -0.031, -0.349, -0.560

***

# 2
Density functional theory data (wB97M-V/def2-TZVPD) for a single C4H7NO2 molecule at a distorted geometry.

Net charge ... 0
Energy above the lowest of the compared OMol25 structures with the same formula, charge and spin ... 50.8 kcal/mol
HOMO-LUMO gap ... 10.4883 eV

XYZ file:
```
14
Properties=species:S:1:pos:R:3:forces:R:3
O -2.034987 0.726108 2.314049 0.414 0.139 -0.283
O 0.918300 0.078621 0.414229 0.243 -0.044 0.012
N -0.965566 -0.469769 -0.567301 0.240 0.364 0.917
C -1.054578 0.905322 1.633982 -0.069 -0.096 0.232
C 0.082963 -0.098755 1.558006 0.103 -0.072 0.279
C 0.238148 -0.237932 -0.738428 -0.238 -0.002 0.031
C 1.130724 -0.235945 -1.957756 -0.106 -0.043 0.037
H 0.680197 -0.879292 -2.717333 0.148 0.094 0.103
H 1.221689 0.772469 -2.377749 -0.104 -0.124 0.187
H 0.731856 0.008563 2.427637 0.085 0.163 -0.032
H -0.888721 1.853995 1.075703 -0.070 -0.159 0.028
H -1.852647 -0.718979 -0.885047 -0.546 -0.373 -1.582
H 2.141389 -0.578806 -1.708027 -0.303 0.019 -0.013
H -0.372757 -1.093344 1.566987 0.202 0.136 0.084
```
Forces are in eV/Å.

Here are the Löwdin charges for atoms 1 to 6, given in e: 0.044, -0.050, 0.180, -0.262, -0.170, -0.469